{"formula": "C46H67BrN2O14S", "method": "wB97M-V/def2-TZVPD", "homo_energy_ha": -0.30844, "fmax_ev_per_a": 0.83, "gap_ev": 7.87, "charge": 0, "energy_ev": -161306.076, "elements": ["C", "C", "S", "C", "C", "C", "O", "C", "O", "C", "C", "C", "C", "C", "C", "C", "C", "O", "C", "C", "O", "C", "C", "O", "C", "C", "C", "C", "C", "C", "C", "N", "C", "C", "Br", "N", "C", "H", "H", "H", "H", "H", "H", "H", "H", "H", "H", "H", "H", "H", "H", "H", "H", "H", "H", "H", "H", "H", "H", "H", "H", "H", "C", "O", "C", "C", "O", "C", "C", "O", "C", "H", "H", "H", "H", "H", "H", "H", "H", "H", "H", "H", "H", "H", "H", "C", "O", "C", "C", "O", "C", "C", "O", "C", "H", "H", "H", "H", "H", "H", "H", "H", "H", "H", "H", "H", "H", "H", "C", "O", "C", "C", "O", "C", "C", "O", "C", "H", "H", "H", "H", "H", "H", "H", "H", "H", "H", "H", "H", "H", "H"], "positions_angstrom": [[4.6957, -2.4524, 4.5588], [3.5407, -1.5923, 5.0654], [2.2033, -1.6436, 3.8510], [0.6885, -1.3606, 4.8360], [-0.2268, -0.4778, 4.0512], [-0.4552, 0.8294, 4.3494], [0.1445, 1.3967, 5.4700], [1.5237, 1.5420, 5.4055], [2.2386, 0.7856, 5.9964], [2.0601, 2.7039, 4.6480], [2.3412, 3.8687, 5.3447], [2.9199, 4.9411, 4.6877], [3.1883, 4.8455, 3.3331], [2.9019, 3.6809, 2.6450], [2.3328, 2.6008, 3.2947], [-1.3303, 1.6413, 3.5630], [-1.6260, 3.0521, 3.9728], [-1.1927, 3.9756, 2.9543], [-1.7860, 5.2059, 3.1156], [-0.9945, 6.2196, 3.8802], [-2.8761, 5.4164, 2.6631], [-1.9416, 1.1161, 2.4567], [-2.8583, 1.9388, 1.5807], [-4.1311, 1.3362, 1.4324], [-4.9925, 1.4732, 2.4883], [-5.1571, 2.6531, 3.2017], [-6.0833, 2.7104, 4.2272], [-6.8600, 1.6089, 4.5439], [-6.6882, 0.4366, 3.8244], [-5.7606, 0.3670, 2.8038], [-1.7176, -0.2386, 2.1205], [-2.3129, -0.7630, 1.0092], [-2.1025, -2.0156, 0.7666], [-1.2778, -2.8025, 1.6071], [-1.0458, -4.6265, 1.1746], [-0.6710, -2.3416, 2.6376], [-0.8819, -1.0249, 2.9248], [4.5765, -3.4917, 4.8437], [4.8271, -2.3518, 3.4850], [5.6113, -2.0839, 5.0176], [3.2173, -1.9434, 6.0398], [3.8838, -0.5684, 5.1641], [0.9207, -0.9312, 5.8018], [0.2179, -2.3275, 4.9758], [2.1477, 3.9318, 6.4049], [3.1529, 5.8281, 5.2554], [3.6310, 5.6835, 2.8174], [3.1450, 3.6253, 1.5945], [2.1352, 1.6806, 2.7658], [-2.7083, 3.1412, 4.0770], [-1.1925, 3.3067, 4.9338], [-0.6992, 7.0237, 3.2153], [-0.1321, 5.7545, 4.3320], [-1.6392, 6.6061, 4.6640], [-2.9270, 2.9614, 1.9264], [-2.4207, 1.9816, 0.5867], [-4.5900, 3.5372, 2.9501], [-6.2119, 3.6232, 4.7884], [-7.5987, 1.6548, 5.3277], [-7.3072, -0.4155, 4.0585], [-5.6653, -0.5547, 2.2509], [-2.5636, -2.4658, -0.1005], [4.4835, 0.8342, 0.6694], [5.1482, 1.6203, -0.2927], [6.5402, 1.3628, -0.3481], [7.0939, 1.6548, -1.7230], [6.7862, 0.6706, -2.6950], [5.4668, 0.6419, -3.2158], [5.1439, 1.7736, -4.1629], [4.8760, 2.9711, -3.4546], [5.1091, 4.1236, -4.2300], [4.8184, 1.0832, 1.6838], [3.4185, 1.0465, 0.5847], [4.6379, -0.2350, 0.4853], [6.7452, 0.3162, -0.0938], [7.0502, 2.0071, 0.3819], [8.1831, 1.6366, -1.6418], [6.8019, 2.6528, -2.0565], [4.7250, 0.5755, -2.4174], [5.4182, -0.2861, -3.7905], [4.2534, 1.5016, -4.7463], [5.9851, 1.9169, -4.8517], [6.1417, 4.1508, -4.5976], [4.9433, 4.9878, -3.5899], [4.4241, 4.1777, -5.0843], [6.1304, -6.2943, -9.5568], [6.4886, -5.2454, -8.6879], [6.4008, -3.9700, -9.2973], [6.1249, -2.8925, -8.2749], [4.7848, -2.8552, -7.8140], [4.3733, -3.8520, -6.8929], [4.9229, -3.6740, -5.4969], [6.2696, -4.1024, -5.4182], [6.9753, -3.4738, -4.3721], [6.8295, -6.3761, -10.3975], [6.1588, -7.2181, -8.9827], [5.1154, -6.1550, -9.9471], [5.6043, -3.9605, -10.0509], [7.3558, -3.7474, -9.7939], [6.2755, -1.9317, -8.7724], [6.8327, -2.9522, -7.4455], [4.5856, -4.8554, -7.2675], [3.2887, -3.7406, -6.8312], [4.3188, -4.2720, -4.8000], [4.8410, -2.6173, -5.2127], [6.9481, -2.3833, -4.4831], [8.0101, -3.8053, -4.4257], [6.5614, -3.7476, -3.3944], [-10.9879, -4.3569, -0.5180], [-10.8448, -2.9662, -0.3493], [-10.8310, -2.5744, 1.0114], [-10.0455, -1.2987, 1.2078], [-8.6389, -1.4641, 1.1598], [-8.0357, -1.6658, -0.1083], [-7.9998, -0.4349, -0.9837], [-9.2612, -0.1952, -1.5823], [-9.4470, 1.1571, -1.9295], [-11.9601, -4.7082, -0.1522], [-10.9150, -4.5659, -1.5834], [-10.1914, -4.9023, 0.0017], [-10.3910, -3.3645, 1.6319], [-11.8655, -2.4047, 1.3418], [-10.2495, -0.9485, 2.2226], [-10.3813, -0.5226, 0.5172], [-8.4856, -2.5096, -0.6356], [-6.9996, -1.9288, 0.1175], [-7.2544, -0.5883, -1.7765], [-7.6931, 0.4259, -0.3772], [-9.3370, 1.8087, -1.0547], [-10.4588, 1.2591, -2.3171], [-8.7366, 1.4740, -2.7023]], "forces_ev_per_a": [[0.11, 0.34, 0.34], [0.43, -0.01, -0.24], [-0.08, -0.07, 0.02], [-0.04, -0.29, -0.06], [0.16, -0.35, 0.22], [-0.30, 0.56, -0.43], [0.10, 0.07, -0.05], [0.54, -0.55, 0.29], [-0.37, 0.67, 0.22], [-0.42, -0.03, 0.01], [0.12, 0.10, 0.05], [-0.19, -0.15, 0.12], [0.07, 0.22, 0.07], [0.07, 0.09, -0.24], [0.04, 0.01, -0.03], [0.39, -0.01, 0.35], [-0.40, -0.02, -0.03], [0.35, 0.05, 0.31], [-0.39, 0.00, -0.27], [-0.05, -0.34, 0.14], [0.07, -0.04, 0.03], [-0.27, 0.16, 0.00], [0.21, -0.10, -0.19], [-0.14, 0.15, -0.01], [0.09, -0.10, -0.02], [0.17, 0.17, -0.09], [-0.19, -0.05, 0.21], [0.08, -0.09, -0.08], [-0.25, 0.18, 0.15], [-0.26, -0.33, 0.08], [0.01, -0.08, -0.14], [0.13, 0.14, 0.11], [-0.11, -0.08, -0.21], [0.11, -0.17, 0.05], [0.00, -0.12, -0.06], [-0.02, 0.11, 0.15], [-0.07, -0.08, -0.13], [-0.08, -0.20, -0.23], [-0.04, -0.15, -0.16], [0.16, -0.08, 0.07], [-0.23, 0.01, 0.06], [-0.09, 0.07, 0.11], [0.13, 0.01, -0.04], [-0.10, -0.11, 0.03], [-0.07, -0.05, 0.12], [0.07, 0.18, -0.07], [0.08, 0.06, -0.09], [-0.03, -0.11, -0.12], [-0.06, -0.13, -0.05], [-0.10, 0.05, 0.02], [0.32, -0.01, 0.09], [0.04, 0.15, -0.02], [0.38, -0.01, 0.04], [-0.06, 0.25, -0.01], [-0.09, 0.04, 0.02], [-0.08, -0.06, -0.18], [0.02, 0.08, -0.07], [0.03, 0.18, -0.02], [-0.05, 0.06, 0.14], [0.01, -0.18, -0.07], [0.19, -0.01, -0.19], [-0.05, -0.01, -0.13], [-0.01, 0.13, 0.04], [-0.04, -0.15, -0.17], [-0.10, 0.14, 0.08], [0.12, 0.05, -0.01], [0.03, -0.05, -0.04], [-0.01, -0.14, 0.00], [-0.20, 0.09, 0.06], [0.24, 0.01, 0.07], [-0.10, -0.02, 0.03], [-0.03, -0.09, 0.03], [0.00, 0.02, 0.02], [0.03, -0.01, 0.06], [0.01, -0.01, -0.01], [0.08, -0.09, 0.03], [0.00, 0.00, -0.01], [-0.13, -0.02, 0.05], [-0.02, 0.15, 0.00], [0.01, 0.00, 0.00], [0.08, -0.05, -0.10], [0.01, -0.02, -0.01], [-0.02, 0.00, -0.04], [-0.03, 0.00, 0.00], [0.04, 0.01, -0.03], [0.10, 0.00, 0.03], [-0.23, 0.02, 0.06], [0.15, -0.11, 0.03], [0.06, 0.12, -0.01], [-0.03, 0.03, -0.02], [-0.11, -0.03, -0.02], [0.08, -0.17, 0.07], [0.07, 0.18, -0.15], [-0.06, -0.08, -0.01], [-0.04, -0.01, -0.03], [0.04, -0.01, 0.00], [0.02, 0.01, -0.04], [-0.01, 0.01, 0.00], [-0.06, 0.06, -0.09], [0.00, 0.01, 0.01], [-0.01, -0.14, 0.00], [0.12, 0.00, 0.06], [0.00, 0.00, -0.01], [-0.07, 0.10, 0.03], [-0.02, 0.01, 0.00], [0.00, 0.01, 0.08], [-0.01, -0.04, 0.01], [0.02, 0.07, 0.03], [-0.07, 0.06, -0.04], [0.24, -0.03, 0.02], [-0.14, 0.00, -0.13], [-0.03, 0.11, 0.09], [0.04, -0.04, 0.06], [0.10, -0.05, 0.02], [-0.05, -0.02, -0.17], [-0.09, 0.04, 0.21], [0.00, -0.06, -0.08], [0.02, -0.04, 0.02], [-0.04, 0.01, -0.01], [-0.03, -0.02, 0.03], [0.01, 0.00, 0.01], [0.03, -0.04, 0.12], [0.01, 0.01, 0.00], [-0.01, -0.10, -0.12], [-0.10, 0.09, -0.07], [0.00, 0.00, 0.02], [0.09, 0.06, 0.07], [0.02, -0.01, 0.02], [0.04, 0.02, -0.02], [0.00, -0.02, -0.03], [0.01, 0.04, 0.03]], "mulliken_charge": [-1.2229, -0.0952, -0.2156, -1.3379, 0.9738, 0.1961, -0.6625, -0.5823, -0.5040, 0.3499, 0.0061, -0.7615, -0.5653, -0.7773, 0.1244, 0.3330, -1.3124, -0.2542, 0.7072, -0.9747, -0.5199, 0.9490, -1.5328, -0.3572, 0.4416, -0.4751, -0.6715, -0.6353, -0.4757, -0.2539, 0.0933, -0.4050, -0.3703, -0.0653, -0.1538, -0.4639, 0.5574, 0.2825, 0.3219, 0.4003, 0.3945, 0.1578, 0.7417, 0.5914, 0.5078, 0.4309, 0.4468, 0.5146, 0.5535, 0.2288, 0.6951, 0.3632, 0.1472, 0.3166, 0.6163, 0.2607, 0.6899, 0.4266, 0.3971, 0.4284, 0.4960, 0.4724, -0.8692, -0.2758, -0.6077, -0.4233, -0.4266, 0.3106, -0.6729, -0.2083, -0.8097, 0.4080, 0.1608, 0.4869, 0.3585, 0.4168, 0.4036, 0.1725, 0.1165, -0.1705, 0.4159, 0.3558, 0.3374, 0.2284, 0.3292, -0.7741, -0.2660, -0.5698, -0.3557, -0.4615, -0.4980, -0.1986, -0.2952, -0.6394, 0.3267, 0.2321, 0.3338, 0.3512, 0.3891, 0.3942, 0.1703, 0.1801, 0.4277, 0.4331, 0.0109, 0.1955, 0.2823, 0.3173, -0.7781, -0.2671, -0.6020, -0.4323, -0.3476, -0.5871, -0.4557, -0.2910, -0.7691, 0.3243, 0.2324, 0.3379, 0.3558, 0.4083, 0.4024, 0.1939, 0.2111, 0.4488, 0.4146, 0.3152, 0.3322, 0.2396, 0.3225]}